ORCA calculation (the ωB97M-V functional and the def2-TZVPD basis) on a structure of composition C25H38BrCoIN4O3S2Si at a distorted geometry.

For the HOMO energy (alpha / beta), the calculation gives -11.008 / -11.005 eV. Its charge is +1. As for the spin multiplicity: 5. The HOMO-LUMO gap (alpha / beta) comes out at 7.46 / 5.62 eV. For the molar mass, the calculation gives 800.57 Da.

```
76
Properties=species:S:1:pos:R:3:mulliken_spin:R:1
Co -0.034 -0.400 -0.022 2.7216
N -3.508 0.281 2.377 0.0127
C -2.312 0.247 1.791 -0.0116
S -2.287 -0.068 0.058 0.1954
N -1.243 0.495 2.510 0.0082
N -0.105 0.336 1.844 0.0337
C 0.984 0.884 2.245 0.0582
C 2.137 0.738 1.376 -0.0039
C 3.429 1.081 1.760 0.0068
C 4.466 0.923 0.859 0.0020
C 4.192 0.422 -0.407 0.0062
C 2.887 0.098 -0.722 0.0005
N 1.878 0.262 0.136 0.0537
H -4.331 0.179 1.813 -0.0004
H -3.589 0.505 3.354 -0.0026
H 1.015 1.479 3.152 0.0051
H 3.606 1.455 2.760 0.0002
H 5.478 1.183 1.136 0.0000
H 4.974 0.292 -1.141 0.0006
H 2.627 -0.288 -1.700 -0.0038
Br -1.602 6.337 -1.092 0.0001
C -0.046 6.048 -0.057 0.0002
C 0.513 7.125 0.617 0.0002
C 1.647 6.950 1.392 0.0001
C 2.230 5.697 1.500 0.0003
C 1.678 4.620 0.826 0.0002
C 0.542 4.792 0.049 -0.0003
I -0.249 3.111 -0.954 0.0143
H 0.055 8.100 0.530 0.0000
H 2.075 7.798 1.909 0.0000
H 3.115 5.555 2.105 0.0000
H 2.133 3.641 0.895 0.0000
C -1.624 -6.562 2.001 0.0002
C -1.143 -5.159 2.355 -0.0045
C -2.279 -4.146 2.263 0.0060
C -0.498 -5.147 3.733 0.0004
O -0.100 -4.756 1.435 0.0192
Si 0.019 -4.611 -0.151 -0.0522
S 0.227 -2.443 -0.601 0.8434
O 1.394 -5.143 -0.774 0.0716
C 2.723 -5.406 -0.274 -0.0094
C 3.615 -5.518 -1.502 -0.0042
C 3.171 -4.258 0.625 0.0353
C 2.682 -6.720 0.498 0.0097
O -1.289 -5.096 -0.929 -0.0007
C -1.579 -5.546 -2.280 -0.0027
C -0.923 -4.622 -3.298 0.0099
C -1.056 -6.971 -2.422 0.0027
C -3.094 -5.511 -2.405 -0.0013
H -2.376 -6.891 2.717 0.0000
H -0.788 -7.264 2.027 -0.0001
H -2.059 -6.571 1.002 -0.0003
H -3.069 -4.395 2.971 -0.0006
H -2.693 -4.152 1.253 0.0017
H -1.905 -3.145 2.486 -0.0041
H -1.228 -5.431 4.491 -0.0002
H -0.116 -4.153 3.968 0.0001
H 0.330 -5.856 3.767 0.0000
H 3.634 -4.572 -2.045 0.0019
H 3.235 -6.292 -2.169 -0.0006
H 4.632 -5.777 -1.210 0.0000
H 3.171 -3.319 0.065 -0.0062
H 4.177 -4.444 0.999 0.0017
H 2.490 -4.161 1.473 -0.0055
H 2.298 -7.514 -0.143 -0.0013
H 2.024 -6.620 1.364 -0.0025
H 3.679 -6.996 0.841 0.0001
H 0.162 -4.635 -3.168 -0.0012
H -1.280 -3.600 -3.166 -0.0036
H -1.158 -4.948 -4.310 0.0000
H 0.027 -6.987 -2.291 -0.0005
H -1.300 -7.363 -3.409 -0.0001
H -1.509 -7.615 -1.667 -0.0001
H -3.463 -4.491 -2.286 0.0004
H -3.548 -6.137 -1.636 -0.0003
H -3.398 -5.883 -3.383 -0.0001
```